No. 1
29
Properties=species:S:1:pos:R:3 method="wB97M-V/def2-TZVPD" e_homo_ev=-11.68 e_lumo_ev=-3.56 spin_multiplicity=1 total_charge=+1 gap_ha=0.299 total_energy_ev=-17471.804 relative_energy_ev=1.661
C 3.428 0.512 -0.201
C 2.160 1.005 -0.052
C 1.993 -1.145 0.102
C 1.527 2.286 0.040
C -1.729 -0.374 -2.147
C -1.807 -0.136 2.329
C -1.781 0.914 -1.330
C -2.169 -0.229 0.857
N 0.266 2.219 0.241
N 1.279 -0.042 0.136
N 3.307 -0.849 -0.099
N -0.333 1.153 0.564
N 1.513 -2.406 0.154
N -1.394 0.703 0.057
H 4.365 1.005 -0.346
H 2.019 3.236 -0.052
H -0.749 -0.840 -2.063
H -2.493 -1.078 -1.830
H -1.911 -0.141 -3.192
H -2.445 -0.804 2.900
H -0.771 -0.418 2.491
H -1.951 0.876 2.692
H -1.097 1.654 -1.747
H -2.794 1.328 -1.347
H -1.992 -1.244 0.486
H -3.226 0.009 0.708
H 4.064 -1.512 -0.192
H 0.570 -2.526 0.484
H 2.151 -3.157 0.357



No. 2
30
Properties=species:S:1:pos:R:3 method="wB97M-V/def2-TZVPD" e_homo_ev=-12.13 e_lumo_ev=-2.51 spin_multiplicity=1 total_charge=+1 gap_ha=0.354 total_energy_ev=-19515.989 relative_energy_ev=1.691
C -2.725 -0.727 0.038
C 2.987 -0.757 0.733
C 1.936 -0.110 -1.478
C 2.004 1.524 0.357
C -0.454 -1.686 -0.162
C -0.956 0.823 -0.258
C 0.069 -0.316 0.266
C 1.459 0.275 -0.138
N 2.642 -1.291 1.757
N 1.236 -0.886 -2.229
N 1.308 2.165 1.207
N -1.883 -1.725 -0.092
N -2.348 0.576 -0.036
N -3.228 1.559 0.463
O -4.029 -0.983 0.097
H 3.900 -0.518 0.368
H 2.950 0.408 -1.674
H 3.087 1.813 0.217
H -0.272 -1.598 -1.290
H -0.080 -2.653 0.404
H -0.486 1.728 0.319
H -0.824 0.991 -1.398
H 0.111 -0.306 1.402
H 3.384 -1.790 2.223
H 1.818 -1.159 -3.129
H 1.831 2.981 1.610
H -2.341 -2.578 -0.026
H -3.811 1.898 -0.439
H -2.738 2.402 0.688
H -4.549 -0.061 0.200



No. 3
25
Properties=species:S:1:pos:R:3 method="wB97M-V/def2-TZVPD" e_homo_ev=-8.20 smiles="CC(C)=C(C)C.CN=C=O" e_lumo_ev=0.68 spin_multiplicity=1 total_charge=0 gap_ha=0.326 total_energy_ev=-12074.963 relative_energy_ev=2.571
C 2.873 1.135 -0.114
C -1.343 0.739 0.387
C -0.628 -0.125 -0.434
C -2.095 1.942 -0.085
C -1.589 0.397 1.890
C -0.317 0.043 -1.883
C -0.085 -1.398 0.220
C 3.818 -1.085 -0.791
N 3.069 -0.036 -0.074
O 2.659 2.282 0.035
H -2.631 1.667 -0.950
H -1.359 2.817 -0.405
H -2.623 2.491 0.742
H -2.446 0.935 2.231
H -0.603 0.667 2.429
H -1.739 -0.651 2.047
H 0.712 0.192 -2.110
H -0.967 0.940 -2.149
H -0.544 -0.902 -2.414
H -0.881 -1.818 0.803
H 0.811 -1.304 0.703
H -0.029 -2.175 -0.632
H 4.384 -0.812 -1.650
H 4.488 -1.551 0.004
H 3.126 -1.735 -1.207



No. 4
25
Properties=species:S:1:pos:R:3 method="wB97M-V/def2-TZVPD" e_homo_ev=-8.37 e_lumo_ev=1.00 spin_multiplicity=1 total_charge=0 gap_ha=0.344 total_energy_ev=-12073.707 relative_energy_ev=3.826
C 2.542 0.754 0.621
C -2.513 -0.755 -0.714
C -1.931 0.527 -1.276
C -1.917 -0.908 0.852
C -0.416 0.574 -1.217
C -0.412 -0.973 0.722
C 0.218 0.266 0.151
C 3.969 0.403 0.422
N 1.655 0.050 -0.014
O 1.861 -0.998 -0.584
H 2.258 1.620 1.228
H -3.541 -0.837 -0.501
H -2.231 -1.600 -1.299
H -2.139 0.698 -2.287
H -2.435 1.416 -0.753
H -2.344 -0.090 1.434
H -2.375 -1.785 1.225
H -0.191 -0.220 -1.812
H -0.015 1.520 -1.467
H 0.114 -1.239 1.519
H -0.305 -1.759 0.062
H -0.007 1.202 0.752
H 4.357 1.016 -0.324
H 3.985 -0.623 0.100
H 4.612 0.456 1.283



No. 5
25
Properties=species:S:1:pos:R:3 method="wB97M-V/def2-TZVPD" e_homo_ev=-8.22 smiles="C=C(N)OC(=C)C(C)(C)C" e_lumo_ev=0.86 spin_multiplicity=1 total_charge=0 gap_ha=0.334 total_energy_ev=-12075.977 relative_energy_ev=1.557
C -1.307 0.163 -0.062
C -1.508 0.331 -1.573
C -2.444 -0.685 0.506
C -1.323 1.541 0.615
C 0.055 -0.464 0.186
C 2.366 0.070 -0.176
N 2.968 1.053 0.597
C 0.293 -1.573 0.868
C 2.995 -0.989 -0.677
O 1.031 0.335 -0.367
H 3.964 1.152 0.471
H 2.465 1.929 0.614
H -0.703 0.923 -1.999
H -2.454 0.830 -1.773
H -1.518 -0.641 -2.062
H -2.454 -1.673 0.056
H -3.395 -0.204 0.290
H -2.353 -0.788 1.583
H -0.556 2.181 0.189
H -2.291 2.017 0.471
H -1.140 1.440 1.684
H -0.500 -2.154 1.294
H 1.295 -1.930 1.029
H 4.051 -1.123 -0.537
H 2.462 -1.739 -1.228



No. 6
25
Properties=species:S:1:pos:R:3 method="wB97M-V/def2-TZVPD" e_homo_ev=-6.65 e_lumo_ev=0.89 spin_multiplicity=1 total_charge=0 gap_ha=0.277 total_energy_ev=-12074.081 relative_energy_ev=3.453
C 1.221 -1.153 -0.216
C -1.096 -0.598 1.964
C 0.853 -2.189 -1.222
C 1.505 0.974 0.980
C -0.774 2.248 -0.341
C -1.004 -0.560 0.460
C 0.718 0.143 -0.018
C -0.301 0.875 -0.739
N -0.627 0.532 -2.037
O -1.788 -1.164 -0.245
H 1.963 -1.460 0.508
H -0.373 -0.404 -2.313
H -1.598 0.704 -2.270
H -2.044 -0.151 2.270
H -1.103 -1.648 2.264
H -0.295 -0.097 2.496
H 1.388 -3.115 -1.006
H -0.220 -2.429 -1.205
H 1.105 -1.902 -2.249
H 2.157 1.650 0.424
H 2.128 0.340 1.607
H 0.893 1.590 1.635
H -0.737 2.420 0.730
H -0.159 3.015 -0.820
H -1.812 2.379 -0.659



No. 7
28
Properties=species:S:1:pos:R:3 method="wB97M-V/def2-TZVPD" e_homo_ev="-7.52 / -7.52" e_lumo_ev="-2.45 / -2.45" spin_multiplicity=1 total_charge=0 gap_ha="0.186 / 0.186" total_energy_ev=-27001.182 relative_energy_ev=5.592
C -1.769 -1.427 2.496
C 0.393 1.330 2.005
C 0.956 0.022 1.111
C 1.533 -0.983 2.155
C -1.796 0.864 -0.594
C 0.401 0.968 -1.757
C -0.969 -1.126 -1.665
C -0.494 0.088 -0.918
N 0.003 -0.557 0.267
O -2.149 -2.153 1.695
O -1.376 -0.736 3.316
O 0.396 2.476 1.310
S -0.819 3.394 0.721
H -0.483 1.005 2.509
H 1.224 1.613 2.614
H 1.786 0.501 0.513
H 1.950 -1.983 1.819
H 0.871 -1.183 2.903
H 2.399 -0.656 2.765
H -2.303 0.590 0.356
H -1.575 1.841 -0.675
H -2.463 0.787 -1.477
H 0.413 2.064 -1.383
H 0.087 0.950 -2.737
H 1.438 0.523 -1.699
H -1.745 -0.964 -2.362
H -0.091 -1.653 -2.151
H -1.365 -1.812 -0.793



No. 8
27
Properties=species:S:1:pos:R:3 method="wB97M-V/def2-TZVPD" e_homo_ev=-9.06 e_lumo_ev=0.42 spin_multiplicity=1 total_charge=0 gap_ha=0.348 total_energy_ev=-33743.366 relative_energy_ev=5.161
C 2.798 2.199 -1.854
C 2.366 -0.139 -0.322
C 0.891 0.155 0.197
C -0.360 -0.212 -0.654
C -1.650 0.548 -0.251
C -2.103 0.375 1.198
C -2.030 -1.037 1.727
C -3.300 -3.327 1.690
H 3.811 2.340 -1.436
H 2.650 2.671 -3.013
H 1.922 2.441 -1.194
H 2.393 -1.341 -0.252
H 3.093 0.412 0.410
H 0.884 -0.511 1.163
H 0.871 1.251 0.490
H -0.309 0.017 -1.775
H -0.564 -1.302 -0.630
H -2.451 0.478 -1.078
H -1.465 1.777 -0.296
H -3.080 0.734 1.130
H -1.517 1.173 1.684
H -1.099 -1.555 1.227
H -2.043 -1.151 2.814
N -3.005 -4.286 2.348
O 4.075 -0.222 -2.189
S 2.631 0.272 -2.049
S -3.409 -1.757 0.914



No. 9
24
Properties=species:S:1:pos:R:3 method="wB97M-V/def2-TZVPD" e_homo_ev="-7.75 / -7.57" e_lumo_ev="0.13 / 0.17" spin_multiplicity=1 total_charge=0 gap_ha="0.290 / 0.284" total_energy_ev=-17821.678 relative_energy_ev=5.356
C -0.068 -1.287 0.889
C 1.013 -1.177 -0.232
C 0.175 1.453 0.268
C -1.161 1.567 -0.669
C 0.601 -0.001 0.566
C -1.543 -1.737 0.478
C 2.362 -1.925 -0.396
C 0.105 2.465 1.447
P -1.283 0.841 -2.299
H 0.192 -1.690 1.888
H 0.544 -1.346 -1.219
H 1.035 1.838 -0.425
H -2.000 1.712 -0.024
H -1.820 -1.285 -0.389
H -2.319 -1.725 1.286
H -1.347 -2.734 0.262
H 2.377 -2.905 -0.735
H 2.838 -2.022 0.522
H 2.893 -1.303 -1.047
H 1.111 2.618 1.806
H -0.566 2.037 2.157
H -0.420 3.405 1.292
H -0.274 1.558 -2.961
H -2.447 1.644 -2.465



No. 10
32
Properties=species:S:1:pos:R:3 method="wB97M-V/def2-TZVPD" e_homo_ev="-22.15 / -22.03" e_lumo_ev="-14.97 / -15.03" spin_multiplicity=2 total_charge=+3 gap_ha="0.264 / 0.257" total_energy_ev=-25660.993 relative_energy_ev=1.097
Ir -0.533 -0.165 0.421
C 1.387 2.019 0.596
C 0.441 2.656 -0.378
O -0.777 1.814 -0.399
C -1.626 1.857 -1.584
C -2.017 0.430 -1.881
O -0.851 -0.407 -1.514
C -0.967 -1.875 -1.721
C 0.393 -2.416 -1.427
O 0.774 -1.817 -0.155
C 2.205 -1.644 0.145
C 2.381 -0.304 0.832
O 1.410 0.603 0.218
H 1.029 2.117 1.625
H 2.387 2.450 0.542
H 0.849 2.703 -1.387
H 0.193 3.667 -0.054
H -1.082 2.346 -2.390
H -2.530 2.433 -1.382
H -2.244 0.292 -2.941
H -2.888 0.100 -1.310
H -1.286 -2.099 -2.740
H -1.725 -2.262 -1.033
H 1.138 -2.157 -2.179
H 0.335 -3.504 -1.360
H 2.770 -1.726 -0.782
H 2.532 -2.436 0.818
H 3.389 0.091 0.699
H 2.193 -0.375 1.907
F -2.448 -2.026 1.624
B -2.057 -0.819 1.829
F -2.427 0.080 2.661



No. 11
30
Properties=species:S:1:pos:R:3 method="wB97M-V/def2-TZVPD" e_homo_ev=-7.14 e_lumo_ev=-0.39 spin_multiplicity=1 total_charge=0 gap_ha=0.248 total_energy_ev=-154597.584 relative_energy_ev=2.084
C -2.535 0.104 -2.754
C -1.408 -1.057 -2.626
C -0.626 -1.057 -4.038
C -0.365 -0.534 -1.529
C 0.329 -1.696 -0.674
N 1.286 -1.007 0.269
C 0.795 -0.263 1.268
N -0.547 0.006 1.671
C -0.480 0.905 2.788
Br -2.089 1.592 3.656
N 0.884 1.141 3.074
C 1.296 2.012 4.201
N 1.612 0.458 2.186
H -2.134 1.109 -2.375
H -3.366 -0.184 -2.036
H -2.878 0.258 -3.820
H -1.868 -2.066 -2.401
H 0.259 -1.772 -3.988
H -1.373 -1.332 -4.850
H -0.247 -0.001 -4.220
H -0.904 0.222 -0.872
H 0.488 0.027 -2.051
H 0.975 -2.302 -1.394
H -0.398 -2.368 -0.129
H 2.305 -1.047 0.140
H 2.280 1.658 4.719
H 1.419 3.107 3.915
H 0.458 1.984 4.976
H 2.637 0.465 2.150
Br 4.194 1.638 4.746



No. 12
50
Properties=species:S:1:pos:R:3 method="wB97M-V/def2-TZVPD" e_homo_ev=-1.98 e_lumo_ev=1.61 spin_multiplicity=1 total_charge=-1 gap_ha=0.132 total_energy_ev=-120575.415 relative_energy_ev=0.459
Ca 13.875 -3.903 6.331
P 15.285 -2.831 8.092
O 16.132 -2.295 9.202
O 13.735 -2.874 8.362
O 15.568 -4.350 7.705
O 15.295 -2.180 6.639
C 11.227 -3.674 0.657
C 12.260 -2.582 0.357
O 12.983 -2.418 1.569
S 13.094 -3.794 2.326
O 13.070 -3.523 3.706
O 14.093 -4.618 1.775
O 11.678 -4.356 1.822
H 11.222 -4.418 -0.143
H 10.205 -3.312 0.752
H 11.848 -1.631 0.033
H 12.954 -2.895 -0.428
C 12.446 0.732 3.653
C 10.966 0.317 3.683
O 10.809 -0.428 4.885
S 12.228 -0.652 5.631
O 12.417 -1.993 5.938
O 12.345 0.371 6.587
O 13.090 -0.333 4.331
H 12.583 1.673 4.191
H 12.846 0.811 2.647
H 10.713 -0.279 2.803
H 10.281 1.163 3.742
C 17.056 -8.286 5.306
C 17.619 -7.727 4.001
O 16.622 -6.782 3.621
S 16.325 -5.937 4.951
O 15.007 -5.453 4.804
O 17.420 -5.124 5.233
O 16.333 -7.216 5.910
H 17.824 -8.676 5.970
H 16.327 -9.068 5.077
H 17.772 -8.491 3.246
H 18.554 -7.186 4.167
C 11.915 -8.743 7.952
C 13.394 -8.696 7.630
O 13.489 -8.094 6.341
S 12.231 -7.210 5.997
O 11.696 -7.607 4.754
O 12.562 -5.860 6.237
O 11.303 -7.687 7.186
H 11.605 -8.624 8.987
H 11.443 -9.672 7.618
H 13.809 -9.701 7.566
H 14.017 -8.150 8.338